Model P:
{
  "formula": "C3H6N3",
  "method": "ωB97M-V with the def2-TZVPD basis set",
  "symbols": ["C", "N", "C", "N", "C", "N", "H", "H", "H", "H", "H", "H"],
  "positions_angstrom": [[2.258, -0.409, -0.295], [2.005, 0.702, 0.210], [0.943, -0.331, 0.342], [-0.185, -0.123, -0.507], [-1.492, -0.431, -0.068], [-1.082, 0.955, -0.129], [2.953, -1.011, -0.826], [0.751, -0.752, 1.325], [-2.189, -0.774, -0.827], [-1.652, -0.845, 0.926], [-1.405, 1.552, -0.896], [-0.906, 1.468, 0.744]],
  "spin_multiplicity": 1,
  "total_charge": 1,
  "homo_lumo_gap_ha": 0.4104,
  "lumo_ha": -0.1321,
  "smiles": "C1=N[C@H]1N1C[NH2+]1"
}

Model Q:
{
  "formula": "C3H6N3",
  "method": "ωB97M-V with the def2-TZVPD basis set",
  "symbols": ["C", "C", "C", "N", "N", "N", "H", "H", "H", "H", "H", "H"],
  "positions_angstrom": [[-2.575, 0.464, 1.583], [-0.143, 0.644, 1.238], [1.453, 0.403, -0.658], [1.567, -1.501, -2.053], [1.708, -0.409, -1.565], [0.327, -0.010, 0.313], [-2.859, -0.533, 1.989], [-3.016, 0.761, 0.613], [0.113, 1.591, 1.501], [2.041, 1.266, -0.203], [1.396, -1.763, -2.949], [-0.012, -0.913, 0.191]],
  "spin_multiplicity": 1,
  "total_charge": 1,
  "homo_lumo_gap_ha": [0.2884, 0.2490],
  "lumo_ha": [-0.2271, -0.2219]
}

Pick model P: it beats the second-best structure by 138.9 kcal/mol.

Model P:
{
  "formula": "C3H6N3",
  "method": "ωB97M-V with the def2-TZVPD basis set",
  "symbols": ["C", "N", "C", "N", "C", "N", "H", "H", "H", "H", "H", "H"],
  "positions_angstrom": [[3.015, -1.000, -0.927], [1.866, -1.303, -0.542], [0.848, -0.560, -0.364], [-0.124, 0.009, -0.060], [-1.548, 0.286, 0.163], [-1.825, 1.521, 0.716], [3.854, -1.837, -0.832], [3.205, -0.059, -1.383], [-2.066, 0.288, -0.847], [-2.067, -0.507, 0.802], [-1.939, 2.255, 0.013], [-1.390, 1.672, 1.589]],
  "spin_multiplicity": 1,
  "total_charge": 1,
  "homo_lumo_gap_ha": 0.3076,
  "lumo_ha": -0.2127,
  "smiles": "C=NC#[N+]CN"
}

Model Q:
{
  "formula": "C3H6N3",
  "method": "ωB97M-V with the def2-TZVPD basis set",
  "symbols": ["H", "N", "C", "N", "C", "N", "C", "H", "H", "H", "H", "H"],
  "positions_angstrom": [[-2.942, 1.661, 0.678], [-2.214, 0.909, 0.200], [-2.671, -0.244, 0.067], [-1.592, -0.967, -0.502], [-0.590, -0.331, -0.615], [0.670, -0.049, -0.636], [1.802, -0.237, 0.269], [-3.586, -0.759, 0.326], [0.981, 0.500, -1.434], [2.499, -0.942, -0.081], [2.427, 0.717, 0.406], [1.635, -0.398, 1.302]],
  "spin_multiplicity": 1,
  "total_charge": 1,
  "homo_lumo_gap_ha": 0.3880,
  "lumo_ha": -0.1914,
  "smiles": "[H]/N=C/N=C=[NH+]C"
}

Pick model P: it beats the second-best structure by 15.5 kcal/mol.

Model P:
{
  "formula": "H4N2S2",
  "method": "ωB97M-V with the def2-TZVPD basis set",
  "symbols": ["N", "S", "S", "N", "H", "H", "H", "H"],
  "positions_angstrom": [[-1.902, 0.332, -0.374], [-0.869, -0.919, 0.454], [0.928, -0.850, -0.485], [1.708, 0.295, 0.582], [-1.401, 0.567, -1.184], [-2.777, -0.173, -0.766], [1.906, -0.213, 1.475], [2.408, 0.960, 0.298]],
  "spin_multiplicity": 1,
  "homo_lumo_gap_ha": 0.3452,
  "lumo_ha": 0.0248,
  "smiles": "NSSN"
}

Model Q:
{
  "formula": "H4N2S2",
  "method": "ωB97M-V with the def2-TZVPD basis set",
  "symbols": ["N", "N", "S", "S", "H", "H", "H", "H"],
  "positions_angstrom": [[2.048, -0.110, 0.122], [-1.395, 0.815, -0.274], [0.284, 0.792, 0.050], [-2.527, -0.231, 0.133], [1.960, -1.033, 0.526], [2.390, -0.190, -0.825], [0.217, 0.523, 1.373], [-2.978, -0.567, -1.107]],
  "spin_multiplicity": 1,
  "homo_lumo_gap_ha": 0.2813,
  "lumo_ha": -0.0280
}

Pick model P: it beats the second-best structure by 60.6 kcal/mol.